1.
11
Properties=species:S:1:pos:R:3:forces:R:3:nbo_charge:R:1 method="wB97M-V/def2-TZVPD" homo_energy_ev=-9.294 multiplicity=1 smiles="[H]/N=C/N(C)O" e_above_lowest_kcal_mol=102.2 largest_force_ev_per_a=3.887 gap_ev=10.20
H 0.366 0.598 -2.640 0.017 0.354 -0.823 0.3536
N 0.014 0.068 -1.865 1.939 2.052 2.477 -0.6699
C 0.635 0.529 -0.806 0.781 -2.944 0.666 0.2468
N 0.424 -0.334 0.446 0.046 2.848 -1.587 -0.1879
C -1.056 -0.491 0.511 -0.065 -0.815 -2.136 -0.4899
O 1.067 0.387 1.610 -1.141 -3.233 0.142 -0.6011
H 1.538 1.270 -0.680 -1.997 -1.250 -0.433 0.2016
H -1.228 -0.806 -0.703 -0.062 0.305 3.875 0.2813
H -1.354 -1.234 1.292 0.235 0.514 -0.935 0.2036
H -1.598 0.468 0.631 0.330 -0.377 0.235 0.1872
H 1.191 -0.455 2.203 -0.082 2.545 -1.481 0.4748


2.
21
Properties=species:S:1:pos:R:3:forces:R:3:nbo_charge:R:1 method="wB97M-V/def2-TZVPD" homo_energy_ev="-6.183 / -10.554" s_squared=2.021 multiplicity=3 e_above_lowest_kcal_mol=181.7 largest_force_ev_per_a=6.793 gap_ev="6.58 / 7.23"
C 0.496 2.053 -1.318 0.382 0.454 -4.121 -0.2945
C 1.174 1.601 -2.326 -0.950 -0.054 1.042 0.1007
C -2.074 -2.343 -0.073 -3.042 -2.408 -0.837 0.9648
C 1.488 1.360 0.530 2.201 0.421 -0.910 -0.5117
C -1.009 1.049 0.343 0.303 2.225 -3.682 -0.4162
C -0.033 -1.371 0.685 0.505 2.910 -1.393 -0.0607
C -1.015 -0.762 -1.557 1.852 -0.963 0.357 -0.0824
C 0.238 1.931 0.040 -3.877 4.398 3.430 -0.0132
C 0.940 0.608 -0.656 2.724 -3.533 -1.059 0.2092
C -0.335 -0.159 -0.326 1.099 -3.164 0.821 -0.1580
O -3.031 -3.039 0.129 -0.391 -0.165 0.591 -0.5966
O -1.207 -2.154 0.837 3.240 0.778 2.925 -0.4796
O -1.910 -1.904 -1.277 1.883 2.988 -2.806 -0.4761
H 2.428 1.950 0.301 -1.411 -0.541 -0.367 0.2569
H 1.638 1.101 1.523 -0.678 -1.457 1.727 0.2406
H -1.124 1.068 1.363 -1.045 -0.563 2.303 0.2340
H -1.880 1.316 -0.354 0.951 0.093 1.693 0.2450
H 0.890 -1.822 0.221 -1.158 -0.510 0.921 0.2099
H 0.172 -0.839 1.651 -0.018 -1.248 -0.635 0.2017
H -1.521 0.024 -2.021 -1.581 0.867 -0.872 0.2021
H -0.194 -1.001 -2.297 -0.988 -0.529 0.873 0.2241


3.
29
Properties=species:S:1:pos:R:3:forces:R:3:nbo_charge:R:1 method="wB97M-V/def2-TZVPD" homo_energy_ev="-11.691 / -11.815" charge=+1 multiplicity=1 e_above_lowest_kcal_mol=172.1 largest_force_ev_per_a=3.841 gap_ev="7.30 / 7.20"
C -3.060 -1.999 -0.323 0.625 0.795 0.089 -0.1783
C -2.435 -2.204 0.879 -0.122 0.956 -0.084 -0.1849
C -2.386 -1.169 -1.220 0.438 1.266 -1.897 -0.2009
C -1.231 -1.606 1.210 0.374 -1.400 1.479 -0.1810
C -1.177 -0.540 -0.943 1.078 -1.331 1.144 -0.1952
C -0.548 -0.780 0.336 0.389 0.519 -1.811 -0.1580
C 2.491 -2.169 0.227 -1.719 1.200 0.993 -0.5906
C -0.939 2.623 -1.039 -2.448 -0.832 1.594 -0.2717
C -0.344 2.218 0.070 -2.762 0.004 -0.440 -0.2776
C 2.967 0.580 0.210 1.352 -1.214 0.003 -0.5034
C 0.793 -0.278 0.671 -0.284 -0.702 2.706 0.0337
C 1.081 2.151 0.223 1.148 -1.266 2.558 -0.2247
N 1.535 0.682 -0.096 -0.044 0.446 -1.057 -0.4255
P 3.728 -1.216 -0.088 0.456 0.891 -0.042 0.7182
H -4.037 -2.428 -0.397 -0.337 -0.028 -0.860 0.2405
H -2.991 -2.698 1.630 -0.136 -0.867 0.721 0.2253
H -2.680 -0.868 -2.243 -0.715 -0.834 0.705 0.2310
H -0.845 -2.023 2.170 0.217 1.143 -0.719 0.2321
H -0.612 -0.031 -1.755 -0.807 -0.217 0.732 0.2033
H 2.102 -3.134 0.509 -0.042 0.016 -0.346 0.2324
H -2.048 2.540 -1.242 1.506 0.110 0.512 0.2321
H -0.353 2.945 -1.784 1.827 1.618 -2.966 0.1766
H -1.058 1.704 0.682 0.377 -0.003 1.292 0.2359
H 3.655 1.180 -0.462 -1.253 0.156 1.281 0.2629
H 2.909 0.742 1.312 1.320 0.226 -0.805 0.2435
H 0.929 0.096 1.754 -0.179 -1.356 -1.379 0.2148
H 1.574 2.438 1.221 -1.182 -0.862 -1.038 0.2429
H 1.588 2.759 -0.429 1.101 1.341 -2.035 0.2288
H 1.391 0.485 -1.083 -0.175 0.224 -0.328 0.4379


4.
111
Properties=species:S:1:pos:R:3:forces:R:3:lowdin_charge:R:1 method="wB97M-V/def2-TZVPD" homo_energy_ev="-14.882 / -14.869" charge=+3 s_squared=0.773 multiplicity=2 e_above_lowest_kcal_mol=0.0 largest_force_ev_per_a=1.578 gap_ev="5.68 / 4.53"
Ir -0.902 0.286 -0.249 1.278 -0.818 0.433 0.7765
C 1.250 -2.915 -3.268 0.043 -0.041 0.070 0.0324
C 0.946 -3.432 -1.913 0.055 -0.018 -0.033 -0.1924
N 0.983 -4.724 -1.658 -0.009 0.008 0.078 0.1773
C 0.750 -5.151 -0.416 0.019 0.003 -0.063 0.0301
C 0.424 -4.318 0.696 0.041 0.097 -0.061 -0.0718
C 0.273 -4.950 2.066 0.032 0.002 0.089 -0.1991
O 0.338 -6.347 2.056 0.068 0.039 -0.139 -0.0145
C 0.351 -2.961 0.472 -0.016 0.087 -0.237 -0.0709
C 0.247 -2.023 1.583 0.066 -0.081 0.038 -0.0562
N 0.067 -0.750 1.551 -0.377 0.165 0.160 -0.0384
C 0.085 -0.066 2.827 -0.038 0.151 -0.077 -0.3263
C 0.535 -0.650 4.015 0.089 -0.004 -0.015 -0.0154
C 0.508 0.035 5.219 0.013 0.038 0.029 -0.0194
C 0.037 1.336 5.288 0.010 -0.032 0.037 -0.0271
C -0.405 1.951 4.129 0.002 0.033 -0.028 -0.1235
C -0.363 1.250 2.936 -0.007 -0.084 0.050 -0.5678
I -1.016 2.320 1.266 -0.156 0.098 0.223 1.4187
C 0.609 -2.478 -0.858 0.210 0.072 0.662 -0.2830
O 0.628 -1.245 -1.097 -1.314 -0.047 -0.516 -0.1131
H 1.324 -3.735 -3.976 -0.012 -0.003 -0.008 0.1057
H 2.207 -2.380 -3.235 -0.009 -0.017 -0.007 0.1113
H 0.518 -2.171 -3.586 0.017 -0.024 -0.022 0.0752
H 0.863 -6.213 -0.236 -0.011 0.006 -0.051 0.1409
H -0.638 -4.583 2.551 -0.037 -0.012 -0.037 0.1403
H 1.118 -4.613 2.678 -0.009 -0.001 0.003 0.1361
H -0.514 -6.734 1.830 -0.059 -0.021 0.089 0.1167
H 0.368 -2.500 2.549 0.004 0.032 0.006 0.1130
H 0.958 -1.644 4.033 -0.023 -0.010 -0.054 0.1093
H 0.869 -0.457 6.112 -0.002 0.000 -0.021 0.1300
H 0.020 1.872 6.227 -0.004 -0.009 -0.019 0.1308
H -0.773 2.969 4.163 0.003 -0.016 -0.003 0.1110
O 0.266 0.598 -2.966 0.082 -0.039 -0.258 -0.4108
S 0.557 1.341 -1.737 -0.098 -0.022 0.004 0.7814
C -0.206 2.924 -2.033 -0.057 -0.024 0.036 -0.3987
C 0.473 4.102 -2.268 0.015 -0.012 -0.058 -0.0322
C -0.240 5.178 -2.793 -0.008 0.018 -0.017 -0.0099
C -1.585 5.045 -3.100 -0.007 0.011 -0.004 -0.0118
C -2.262 3.856 -2.833 -0.015 0.025 0.023 -0.0482
C -1.583 2.787 -2.270 0.061 -0.028 0.061 -0.3495
P -2.402 1.251 -1.711 -0.002 0.141 -0.123 0.9380
C -3.888 1.802 -0.834 -0.009 -0.067 0.039 -0.3770
C -4.919 0.879 -0.629 -0.009 -0.044 -0.027 -0.1066
C -6.041 1.230 0.103 -0.009 0.016 0.012 -0.0427
C -6.150 2.505 0.644 0.000 -0.024 0.002 -0.0301
C -5.134 3.428 0.446 -0.003 0.013 -0.003 -0.0418
C -4.008 3.081 -0.286 0.000 0.014 -0.010 -0.1404
C -2.982 0.203 -3.048 0.020 0.154 -0.142 -0.3382
C -4.171 0.544 -3.701 -0.005 0.016 -0.023 -0.0707
C -4.614 -0.215 -4.772 0.010 -0.027 -0.009 -0.0351
C -3.883 -1.319 -5.192 0.009 0.019 0.022 -0.0291
C -2.700 -1.659 -4.547 -0.023 -0.016 -0.018 -0.0438
C -2.243 -0.896 -3.485 0.050 -0.070 0.097 -0.1102
C 2.329 1.586 -1.725 -0.053 0.078 0.072 -0.3387
C 2.769 1.963 -2.999 0.002 0.012 0.035 -0.0702
C 4.120 2.151 -3.220 0.003 -0.008 -0.001 -0.0217
C 5.019 1.939 -2.183 0.035 0.013 -0.034 -0.0129
C 4.566 1.542 -0.937 0.016 0.001 0.101 -0.0495
C 3.210 1.353 -0.667 -0.021 0.019 -0.039 -0.3355
P 2.671 0.795 1.005 0.128 0.036 -0.205 1.1106
C 3.817 1.707 2.090 -0.072 -0.039 0.018 -0.3841
C 5.079 1.259 2.477 -0.023 -0.031 0.007 -0.0948
C 5.881 2.051 3.286 0.015 -0.012 0.012 -0.0503
C 5.434 3.295 3.711 -0.012 0.025 0.010 -0.0506
C 4.176 3.748 3.337 0.008 -0.019 -0.003 -0.0635
C 3.369 2.952 2.539 -0.041 -0.018 -0.032 -0.1101
C 3.292 -0.935 1.004 0.038 0.137 0.103 -0.3595
C 3.601 -1.661 -0.145 -0.070 0.035 -0.078 -0.0855
C 3.940 -3.008 -0.067 -0.005 0.019 -0.010 -0.0628
C 3.986 -3.650 1.163 0.013 0.007 0.022 -0.0607
C 3.705 -2.931 2.320 -0.001 -0.054 -0.021 -0.0656
C 3.359 -1.590 2.238 -0.044 -0.022 0.064 -0.1196
H 1.536 4.178 -2.079 -0.022 0.018 0.005 0.1247
H 0.268 6.113 -2.987 -0.003 -0.010 0.015 0.1305
H -2.121 5.877 -3.536 0.004 -0.013 -0.002 0.1302
H -3.322 3.785 -3.042 0.006 -0.004 -0.009 0.1274
H -4.862 -0.111 -1.067 0.009 0.004 0.001 0.1076
H -6.841 0.512 0.238 0.005 0.010 -0.001 0.1229
H -7.033 2.783 1.205 0.010 -0.004 -0.007 0.1251
H -5.223 4.429 0.848 0.001 -0.014 -0.006 0.1230
H -3.243 3.830 -0.446 0.014 -0.012 -0.002 0.0873
H -4.758 1.396 -3.379 0.016 -0.007 0.011 0.1148
H -5.531 0.057 -5.278 0.012 -0.008 0.001 0.1239
H -4.232 -1.910 -6.028 0.007 0.004 0.011 0.1245
H -2.124 -2.510 -4.886 -0.009 -0.001 -0.005 0.1165
H -1.295 -1.136 -3.017 -0.071 0.055 -0.011 0.0577
H 2.065 2.095 -3.810 -0.003 -0.020 0.012 0.1253
H 4.469 2.453 -4.198 -0.012 -0.006 0.000 0.1281
H 6.080 2.078 -2.348 -0.011 -0.001 0.003 0.1286
H 5.282 1.375 -0.143 -0.003 0.009 -0.009 0.1131
H 5.438 0.288 2.157 0.015 -0.001 -0.020 0.1088
H 6.860 1.699 3.584 -0.009 -0.007 -0.011 0.1184
H 6.066 3.910 4.338 -0.006 -0.009 -0.007 0.1188
H 3.826 4.716 3.672 0.008 -0.012 -0.008 0.1131
H 2.383 3.306 2.251 0.024 -0.018 0.010 0.0859
H 3.581 -1.181 -1.117 0.014 0.028 0.035 0.1072
H 4.195 -3.550 -0.970 0.005 0.008 0.014 0.1194
H 4.279 -4.690 1.224 -0.006 0.008 0.003 0.1202
H 3.788 -3.410 3.289 0.000 0.013 -0.021 0.1186
H 3.176 -1.032 3.151 0.022 0.012 -0.008 0.1052
Cl -4.963 -0.879 3.626 -0.001 -0.007 -0.003 0.7857
C -4.185 -1.353 2.177 -0.052 -0.025 0.019 -0.6353
C -4.576 -2.488 1.480 0.011 0.025 -0.009 -0.0275
C -3.909 -2.796 0.304 0.009 -0.017 0.004 -0.0038
C -2.883 -1.978 -0.128 -0.005 -0.012 -0.076 -0.1216
N -2.516 -0.881 0.552 0.301 0.099 -0.205 -0.1118
C -3.156 -0.572 1.682 -0.014 0.129 -0.006 -0.1658
H -5.386 -3.104 1.847 0.006 0.009 -0.002 0.1340
H -4.185 -3.659 -0.286 -0.002 0.004 0.022 0.1317
H -2.355 -2.179 -1.053 -0.025 0.011 0.035 0.1073
H -2.863 0.332 2.199 -0.027 -0.063 0.024 0.0764


5.
21
Properties=species:S:1:pos:R:3:forces:R:3:nbo_charge:R:1 method="wB97M-V/def2-TZVPD" homo_energy_ev=-14.432 charge=+1 multiplicity=1 e_above_lowest_kcal_mol=91.3 largest_force_ev_per_a=4.458 gap_ev=10.42
C 1.605 -2.029 0.924 0.627 0.240 -0.467 -0.4645
C 0.051 -0.199 0.215 -0.449 -1.232 0.591 0.6280
C -2.339 -0.281 0.929 -2.211 3.467 -1.722 -0.5865
C -1.531 0.857 -1.266 -3.384 0.427 -0.996 -0.6030
C 2.449 1.283 -1.167 1.068 -0.491 1.397 0.0797
C -1.252 0.537 0.188 1.362 2.252 -0.390 -0.3292
N 0.435 -1.256 0.553 0.877 -1.239 0.134 -0.3239
N 1.702 0.839 -0.245 -1.169 -1.167 -3.265 -0.5853
H 1.621 -3.072 0.555 0.053 0.895 -1.260 0.2661
H 1.342 -2.366 1.898 0.526 0.635 1.606 0.2525
H -2.601 -1.111 0.353 -0.076 -1.599 -0.920 0.2271
H -3.367 0.287 1.016 2.183 -0.532 -0.380 0.2456
H -2.123 -0.546 1.890 1.020 -0.743 2.457 0.2298
H -1.851 -0.067 -1.830 0.532 1.008 0.353 0.2263
H -2.507 1.546 -1.191 2.207 -1.348 -0.678 0.2403
H -0.711 1.402 -1.776 -0.613 -0.387 0.353 0.2274
H 2.615 -1.438 0.804 -2.117 -1.255 0.271 0.2331
H 3.143 2.090 -0.921 -0.070 0.058 -0.371 0.1971
H 2.628 0.687 -2.052 -0.657 0.380 -0.539 0.2075
H -1.045 1.625 0.497 -0.292 -1.753 0.834 0.2620
H 1.738 1.213 0.624 0.583 2.382 2.992 0.3697